(1)
{
  "formula": "C26H28Cl3GeMgN3O3",
  "method": "the ωB97M-V functional and the def2-TZVPD basis",
  "species": ["Mg", "O", "N", "O", "C", "C", "C", "C", "C", "C", "N", "C", "C", "N", "C", "C", "C", "C", "H", "H", "H", "H", "H", "H", "H", "Cl", "C", "C", "C", "Cl", "C", "O", "C", "Cl", "C", "H", "H", "C", "C", "C", "C", "Ge", "C", "C", "C", "C", "H", "H", "H", "H", "H", "H", "H", "H", "H", "H", "H", "H", "H", "H", "H", "H", "H", "H", "H"],
  "coordinates": [[-1.3000, -0.2105, -0.2323], [0.6739, -6.1412, 2.9983], [-0.5274, -5.9563, 2.8853], [-1.3985, -6.5333, 3.4999], [-0.9576, -4.8843, 1.9486], [-2.1135, -5.0860, 1.3072], [-2.6004, -4.1169, 0.3740], [-3.7644, -4.3129, -0.3914], [-4.1678, -3.3459, -1.2731], [-3.4276, -2.1688, -1.3650], [-2.3290, -1.9467, -0.6449], [-1.9051, -2.9269, 0.2079], [-0.6657, -2.7090, 0.9304], [-0.0169, -1.5167, 0.7185], [1.1747, -1.3323, 1.2818], [1.7749, -2.2908, 2.0890], [1.1103, -3.4598, 2.3516], [-0.1513, -3.7021, 1.7617], [-2.6807, -5.9881, 1.4984], [-4.3315, -5.2318, -0.2792], [-5.0466, -3.4778, -1.8911], [-3.7305, -1.3834, -2.0457], [1.6660, -0.3847, 1.0931], [2.7524, -2.0997, 2.5142], [1.5528, -4.2015, 2.9942], [-4.9653, 3.1710, -4.9329], [-3.7066, 2.5510, -3.9481], [-3.9795, 2.1927, -2.6423], [-2.9416, 1.7066, -1.8769], [-3.2702, 1.2224, -0.2046], [-1.6389, 1.5625, -2.3508], [-0.6593, 1.0640, -1.5130], [-1.4123, 1.9081, -3.6837], [0.1550, 1.6749, -4.3715], [-2.4322, 2.4015, -4.4733], [-4.9776, 2.3023, -2.2337], [-2.2385, 2.6609, -5.5067], [1.0797, 1.3480, 3.8195], [1.1349, 2.7537, 3.2291], [1.6083, 2.7856, 1.7751], [0.5009, 2.3646, 0.8013], [0.9449, 2.1564, -1.0936], [2.3216, 0.9392, -1.6421], [3.6200, 1.0353, -0.8237], [4.4898, 2.2134, -1.2536], [3.8156, 3.5611, -0.9904], [0.7226, 1.3737, 4.8499], [2.0724, 0.8877, 3.8256], [0.4022, 0.6906, 3.2640], [1.8094, 3.3667, 3.8287], [0.1481, 3.2221, 3.2962], [2.4917, 2.1494, 1.6639], [1.9234, 3.8006, 1.5252], [-0.2922, 3.1133, 0.7956], [0.0457, 1.4330, 1.1632], [0.5883, 3.4229, -1.8561], [2.5118, 1.1324, -2.6978], [1.8631, -0.0495, -1.5782], [4.1705, 0.0999, -0.9394], [3.4064, 1.1458, 0.2468], [4.7302, 2.1175, -2.3171], [5.4351, 2.1661, -0.7136], [2.9261, 3.7081, -1.6176], [4.4819, 4.3933, -1.2187], [3.5243, 3.6584, 0.0642]],
  "atomic_forces_ev_per_a": [[0.185, -0.346, -0.097], [-0.561, -0.039, -0.214], [0.257, 0.049, 0.639], [0.323, 0.201, -0.500], [0.300, -0.186, 0.214], [-0.311, -0.109, -0.119], [-0.100, -0.111, 0.009], [-0.092, -0.191, 0.072], [-0.108, -0.032, -0.126], [0.322, 0.085, 0.178], [-0.307, -0.465, 0.147], [0.157, 0.449, -0.202], [0.051, 0.430, -0.316], [0.008, -0.310, 0.417], [-0.342, 0.044, -0.161], [0.136, -0.005, 0.072], [-0.032, -0.005, 0.042], [0.169, -0.134, 0.106], [0.005, 0.004, -0.013], [0.062, 0.071, -0.015], [0.055, 0.025, 0.052], [-0.013, 0.060, 0.017], [-0.019, 0.008, -0.005], [-0.089, -0.012, -0.019], [0.025, -0.054, 0.036], [-0.023, 0.012, -0.023], [-0.002, 0.057, -0.210], [-0.258, -0.044, 0.322], [0.205, -0.001, 0.016], [-0.214, 0.344, 0.001], [0.021, -0.072, 0.259], [0.066, 0.541, -0.637], [0.229, -0.159, 0.094], [-0.099, 0.009, 0.107], [-0.040, 0.070, -0.170], [0.100, -0.018, -0.033], [0.016, -0.007, 0.070], [0.016, 0.040, 0.039], [0.002, -0.040, 0.035], [-0.113, 0.092, 0.092], [0.178, -0.035, -0.152], [-0.471, 0.179, 0.101], [0.189, 0.069, 0.068], [0.028, -0.053, -0.066], [-0.112, 0.099, -0.012], [0.045, -0.084, 0.118], [0.023, -0.029, -0.055], [-0.050, 0.016, -0.010], [-0.011, 0.002, 0.002], [-0.019, -0.027, 0.018], [0.050, 0.039, 0.012], [-0.082, 0.072, 0.087], [-0.008, -0.032, -0.026], [-0.124, 0.008, 0.140], [-0.031, -0.146, 0.078], [0.024, -0.018, -0.139], [0.082, -0.117, -0.034], [0.040, -0.117, 0.005], [0.043, 0.031, -0.026], [0.017, -0.165, -0.131], [0.010, 0.006, 0.070], [0.024, 0.035, 0.009], [0.115, 0.047, -0.002], [-0.050, -0.026, -0.009], [0.101, -0.006, -0.222]],
  "spin_multiplicity": 1,
  "charge": 2,
  "orbital_gap_ev": 7.80,
  "homo_ev": -14.6
}

---

(2)
{
  "formula": "C3H3F3",
  "method": "the ωB97M-V functional and the def2-TZVPD basis",
  "species": ["C", "C", "C", "F", "F", "F", "H", "H", "H"],
  "coordinates": [[-0.1780, 0.0216, 0.0833], [-1.4220, 0.3910, 0.0231], [1.2366, 0.1498, 0.0232], [-0.2120, -2.3965, -0.0985], [-2.4943, -0.3627, 0.0380], [-1.7653, 1.6858, -0.0132], [1.6372, -0.6748, -0.5753], [1.6855, 0.1119, 1.0153], [1.5122, 1.0739, -0.4960]],
  "atomic_forces_ev_per_a": [[0.134, -2.913, -0.467], [-1.798, 0.288, 0.044], [0.571, -0.090, 0.227], [-0.090, 3.046, 0.281], [0.849, 0.285, -0.066], [0.552, -0.762, 0.054], [-0.147, -0.011, -0.025], [0.032, 0.064, -0.060], [-0.104, 0.093, 0.011]],
  "spin_multiplicity": 1,
  "orbital_gap_ev": [8.35, 8.19],
  "homo_ev": [-10.9, -10.8]
}

---

(3)
{
  "formula": "C17H36N3O7P",
  "method": "the ωB97M-V functional and the def2-TZVPD basis",
  "species": ["C", "C", "C", "C", "C", "O", "P", "O", "O", "C", "C", "N", "O", "C", "O", "C", "C", "C", "H", "H", "H", "H", "H", "H", "H", "H", "H", "H", "H", "H", "H", "H", "H", "H", "H", "H", "H", "H", "H", "H", "C", "O", "N", "C", "C", "H", "H", "H", "H", "H", "H", "H", "C", "O", "N", "C", "C", "H", "H", "H", "H", "H", "H", "H"],
  "coordinates": [[-6.3723, 1.5906, -1.5311], [-5.2656, 1.5561, -0.8000], [-3.9608, 1.6974, 0.1638], [-2.8048, 2.5028, -0.6794], [-1.3199, 1.9083, -0.4233], [-0.9178, 1.9739, 1.0033], [0.8186, 1.9874, 1.1192], [1.3543, 3.4282, 1.2159], [1.3608, 1.1163, 2.5259], [2.3262, 0.0849, 2.1247], [3.0182, -0.6754, 3.4008], [4.5128, -0.6962, 3.3440], [1.3825, 1.0918, -0.2260], [2.1014, 1.9191, -1.1864], [2.8563, 0.9849, -2.0366], [2.0668, 0.5803, -3.1890], [0.9761, -0.5719, -2.8972], [1.5720, -1.9134, -2.2182], [-7.2590, 1.8406, -2.2374], [-4.1934, 2.3488, 1.1030], [-3.6024, 0.6273, 0.4615], [-2.8380, 3.6183, -0.3421], [-3.0770, 2.4401, -1.8102], [-1.2137, 0.7923, -0.7341], [-0.5852, 2.5905, -1.0186], [3.1979, 0.5570, 1.5323], [1.7783, -0.7569, 1.5289], [2.6803, -1.7901, 3.3765], [2.6005, -0.1995, 4.3627], [4.9269, 0.2481, 3.3652], [4.8762, -1.2765, 2.5731], [2.8794, 2.6361, -0.6941], [1.4357, 2.5775, -1.8549], [1.6031, 1.4955, -3.7467], [2.8240, 0.1248, -3.9543], [0.1729, -0.1583, -2.1561], [0.3975, -0.7826, -3.8864], [1.3377, -2.7884, -2.9530], [2.6915, -1.8667, -1.9609], [1.0244, -2.1732, -1.2227], [8.3475, -2.4517, 4.0816], [7.6280, -2.0490, 3.1856], [8.3983, -1.9358, 5.3468], [9.2825, -2.4697, 6.3623], [7.5388, -0.8173, 5.6826], [9.0385, -3.2969, 3.9312], [8.6836, -2.8159, 7.2090], [9.9613, -1.6795, 6.6942], [9.8683, -3.3047, 5.9731], [6.4963, -1.1097, 5.5310], [7.7677, 0.0209, 5.0190], [7.6890, -0.5158, 6.7207], [-9.2440, -0.5230, -3.1460], [-8.9352, 0.4705, -2.5117], [-9.6321, -0.5360, -4.4570], [-9.9851, -1.7613, -5.1445], [-9.6924, 0.7174, -5.1829], [-9.2322, -1.5254, -2.6891], [-9.3161, -1.8952, -5.9988], [-11.0172, -1.6866, -5.4972], [-9.8952, -2.6235, -4.4810], [-8.7020, 1.1803, -5.1793], [-10.3945, 1.3879, -4.6802], [-10.0162, 0.5503, -6.2115]],
  "atomic_forces_ev_per_a": [[6.113, 0.758, 3.537], [-5.234, 0.801, -2.821], [-0.691, 0.055, -1.220], [-0.060, -0.297, 0.641], [-0.215, 0.376, -1.042], [3.067, -0.603, -0.626], [0.553, 2.230, 1.223], [-1.509, -4.017, -0.705], [-0.988, 0.486, -3.523], [0.937, -1.832, 0.165], [-0.647, -0.169, -0.493], [-1.151, 0.275, 0.249], [-0.871, 2.472, 1.752], [2.104, 0.208, -1.267], [-2.312, 1.421, 0.251], [0.201, -1.129, -1.528], [-0.649, 0.769, 0.810], [-0.648, -0.568, -0.244], [2.039, -0.979, 1.781], [0.100, -1.561, -1.709], [-0.680, 2.058, -0.469], [0.172, -2.011, -0.728], [0.795, 0.080, 2.025], [-0.373, 2.072, 0.257], [-1.339, -1.364, 0.802], [-1.544, -0.798, 0.747], [1.049, 1.778, 0.708], [0.482, 2.034, 0.129], [0.923, -0.687, -1.382], [-0.325, -0.885, -0.302], [-0.224, 0.732, 0.639], [-1.497, -1.614, -0.558], [0.538, -1.212, 1.131], [0.609, -1.477, 1.227], [-1.159, 0.842, 1.502], [1.447, -0.552, -1.425], [1.216, 0.249, 1.673], [0.763, 1.403, 1.431], [-1.703, 0.049, -0.661], [0.901, 0.612, -1.797], [-0.122, 0.294, 0.417], [0.139, 0.044, 0.329], [0.180, -0.522, -0.770], [-0.197, 0.205, -0.053], [-0.200, -0.026, -0.264], [0.050, -0.012, 0.106], [0.197, -0.042, 0.068], [0.063, -0.164, 0.124], [-0.107, 0.107, -0.030], [0.023, 0.209, -0.003], [-0.143, 0.033, 0.118], [0.077, -0.114, -0.131], [-0.149, 0.097, -0.503], [-0.266, -0.176, -0.460], [0.244, -0.225, 0.901], [0.019, 0.260, -0.056], [0.092, 0.150, 0.276], [-0.033, -0.029, -0.074], [-0.125, -0.171, -0.012], [0.058, -0.192, -0.065], [0.015, 0.159, -0.016], [-0.142, 0.107, -0.096], [0.096, 0.079, -0.154], [0.044, -0.078, 0.165]],
  "smiles": "C#CCCCO[P@@](=O)(OCCN)OCOCCC.CN(C)C=O.CN(C)C=O",
  "spin_multiplicity": 1,
  "orbital_gap_ev": 9.67,
  "homo_ev": -8.9
}

---

(4)
{
  "formula": "C6H7FS",
  "method": "the ωB97M-V functional and the def2-TZVPD basis",
  "species": ["C", "C", "C", "C", "C", "C", "H", "H", "H", "H", "H", "H", "H", "F", "S"],
  "coordinates": [[-0.6021, 1.7806, -1.1760], [-1.4738, 0.5208, -0.7587], [-2.7083, 0.3149, -1.2934], [-0.7875, -0.5122, 0.0265], [0.5361, -0.4980, 0.3940], [1.0919, -1.5183, 1.2789], [-0.4298, 2.3314, -0.2192], [0.4264, 1.5776, -1.6675], [-3.3749, -0.5000, -0.8950], [-3.0711, 0.9582, -2.1142], [-1.3602, -1.4099, 0.2338], [1.1316, 0.4256, 0.2659], [0.4282, -2.3413, 1.5611], [-1.3564, 2.6088, -1.9741], [2.6325, -1.5654, 1.8609]],
  "atomic_forces_ev_per_a": [[0.110, -0.930, 1.067], [0.582, 0.323, -1.700], [0.522, -0.093, 0.685], [1.136, 0.109, 0.259], [-1.213, 0.858, 0.673], [0.927, -0.158, -0.167], [0.145, -0.297, -0.663], [-1.864, 0.026, 0.631], [0.919, 0.802, -0.701], [0.034, -0.285, 0.849], [-0.101, 0.023, 0.143], [-0.174, -0.799, -0.172], [-0.056, 0.211, -0.156], [0.160, -0.020, -0.308], [-1.128, 0.230, -0.439]],
  "smiles": "C=C(/C=C/C=S)CF",
  "spin_multiplicity": 1,
  "orbital_gap_ev": 7.62,
  "homo_ev": -8.8
}

---

(5)
{
  "formula": "C4H12NOSe2",
  "method": "the ωB97M-V functional and the def2-TZVPD basis",
  "species": ["C", "C", "C", "C", "N", "O", "Se", "Se", "H", "H", "H", "H", "H", "H", "H", "H", "H", "H", "H", "H"],
  "coordinates": [[-0.2129, 0.6279, -0.7626], [0.0319, 1.9706, -0.0405], [-1.7479, -1.4794, 0.4889], [1.0181, -1.4439, -0.3446], [0.0733, -0.4869, 0.0698], [1.4145, 2.1154, 0.1367], [-3.1487, -0.4044, -0.1756], [2.8209, -0.5714, -0.0025], [0.5288, 0.5806, -1.5488], [-1.2433, 0.3780, -1.2531], [-0.4024, 2.7278, -0.6537], [-0.5057, 1.9444, 0.9662], [-1.6014, -1.3994, 1.5678], [-1.6291, -2.4339, 0.0761], [1.0108, -2.3019, 0.3428], [0.7915, -1.8246, -1.4595], [0.7127, -0.1701, 0.7787], [1.6793, 3.0569, 0.0422], [-3.0405, 0.6463, 0.9122], [3.4501, -1.5319, 0.8594]],
  "atomic_forces_ev_per_a": [[-1.350, 0.669, -2.398], [-1.392, -1.286, 0.970], [-2.142, 0.383, 1.446], [0.090, -2.775, -3.260], [3.060, 0.494, 1.385], [0.373, 0.997, -0.132], [-0.251, -0.259, 1.312], [-0.346, 0.400, -1.157], [0.158, 0.345, -0.664], [2.333, 1.471, 0.763], [-0.270, 0.760, -0.339], [0.549, 0.202, -1.076], [-0.168, -0.029, -0.289], [-0.150, -1.159, -0.767], [-0.020, 0.172, -0.267], [0.944, 0.865, 2.497], [-1.021, 1.138, 2.158], [-0.327, -0.918, 0.160], [-0.023, -0.594, -0.722], [-0.046, -0.875, 0.380]],
  "spin_multiplicity": 3,
  "charge": 1,
  "orbital_gap_ev": [7.44, 4.41],
  "homo_ev": [-10.5, -12.5]
}

---

(6)
{
  "formula": "C2H4S",
  "method": "the ωB97M-V functional and the def2-TZVPD basis",
  "species": ["C", "C", "S", "H", "H", "H", "H"],
  "coordinates": [[1.5114, 0.3086, -0.5904], [-0.1876, -0.3555, 0.1060], [2.8040, -0.1247, 0.2099], [1.4380, 1.2387, -1.2521], [-1.0987, 0.2979, -0.1966], [0.1969, -0.3015, 1.0823], [-0.3899, -1.3538, -0.2677]],
  "atomic_forces_ev_per_a": [[-4.905, 0.995, -1.942], [1.075, 1.932, -2.672], [1.850, -0.709, 1.312], [-0.087, -1.443, 1.134], [2.086, -0.661, 0.737], [-0.562, -0.047, 1.424], [0.543, -0.068, 0.007]],
  "spin_multiplicity": 3,
  "orbital_gap_ev": [7.89, 8.25],
  "homo_ev": [-6.7, -10.5]
}

---

(7)
{
  "formula": "C6H8N2",
  "method": "the ωB97M-V functional and the def2-TZVPD basis",
  "species": ["C", "C", "C", "C", "C", "C", "H", "H", "H", "H", "H", "H", "H", "H", "N", "N"],
  "coordinates": [[-1.6092, 2.1412, 0.1541], [-1.0768, 1.3558, -0.6537], [0.2562, 0.8986, -1.5288], [1.3003, -0.2013, 0.1597], [0.2703, -2.1053, 1.3103], [-0.9245, -1.1702, 0.8383], [-2.1191, 2.7510, 1.0333], [-0.0710, 0.0355, -2.3005], [0.3851, 1.8336, -2.3058], [2.0945, 0.0722, 1.2534], [0.8259, -1.7109, 2.2056], [0.1718, -3.2175, 1.2159], [-1.6438, -1.8929, 0.4428], [-1.0590, -0.2237, 1.4545], [1.3610, 0.8553, -0.6475], [0.3701, -1.3069, -0.0209]],
  "atomic_forces_ev_per_a": [[-0.043, -0.806, 0.229], [1.367, 2.195, 0.741], [-3.920, 2.284, -3.664], [1.592, 3.577, 0.708], [-1.141, 1.665, -0.839], [3.250, -1.873, 1.021], [1.287, -1.765, -2.676], [1.121, 1.333, 2.314], [-0.272, -2.153, 2.079], [-2.446, -1.794, -3.465], [-0.311, -0.546, -1.293], [0.128, 1.336, -0.027], [-0.568, 1.411, -0.046], [-0.248, -1.601, -1.303], [-0.367, -3.780, 2.616], [0.571, 0.517, 3.606]],
  "spin_multiplicity": 1,
  "orbital_gap_ev": 10.16,
  "homo_ev": -9.6
}